Record 1
{"formula": "C2H5FIN", "method": "the ωB97M-V functional and the def2-TZVPD basis", "elements": ["C", "C", "N", "F", "I", "H", "H", "H", "H", "H"], "positions_angstrom": [[-0.140, -0.778, -0.641], [-0.653, -0.104, 0.731], [0.079, 1.021, 1.129], [2.453, 1.086, -0.339], [0.695, 2.379, -0.104], [-0.761, -1.568, -0.809], [-0.281, -0.031, -1.447], [0.912, -1.122, -0.637], [-1.813, 0.012, 0.709], [-0.492, -0.895, 1.409]], "forces_ev_per_angstrom": [[0.74, 3.12, 0.90], [-0.96, -1.16, -3.62], [0.38, 2.36, 0.61], [-1.14, 1.31, -0.16], [0.90, -2.96, 0.88], [-1.70, -2.32, -0.72], [0.18, -0.54, 0.21], [-0.57, 0.50, 0.38], [1.87, 0.22, -0.14], [0.30, -0.53, 1.65]], "e_lumo_ev": [-2.16, -2.16]}

Record 2
{"formula": "C2H5FN2", "method": "the ωB97M-V functional and the def2-TZVPD basis", "elements": ["C", "C", "H", "H", "H", "H", "H", "N", "N", "F"], "positions_angstrom": [[-0.470, 0.081, -0.079], [0.615, -0.866, -0.007], [-2.510, 0.214, 0.175], [-1.762, -1.409, 0.228], [0.747, 1.514, -0.202], [0.678, -1.751, -0.706], [0.656, -1.139, 1.322], [-1.710, -0.442, -0.077], [-0.345, 1.443, 0.062], [1.746, 0.030, -0.023]], "forces_ev_per_angstrom": [[-2.16, 6.06, 0.85], [2.96, 0.24, 4.40], [1.72, -1.39, -0.48], [-0.50, 0.38, -0.05], [-3.19, 0.66, 1.16], [0.18, 1.20, 0.85], [-0.38, -0.06, -4.25], [-2.04, -0.02, 0.48], [3.08, -4.73, -2.11], [0.34, -2.33, -0.85]], "e_lumo_ev": 0.61}

Record 3
{"formula": "C2H5FO", "method": "the ωB97M-V functional and the def2-TZVPD basis", "elements": ["C", "C", "O", "F", "H", "H", "H", "H", "H"], "positions_angstrom": [[-1.123, 0.297, -0.141], [0.769, 0.198, 0.047], [1.003, -0.895, 0.731], [1.364, 0.129, -1.214], [-1.401, -0.339, 0.639], [-1.239, 1.352, -0.034], [-1.232, -0.102, -1.140], [1.295, 1.035, 0.680], [0.564, -1.674, 0.431]], "forces_ev_per_angstrom": [[5.72, 0.63, -1.09], [-2.77, 2.27, -0.16], [1.61, -1.48, 1.97], [-0.43, 0.33, 0.39], [-0.84, -0.62, 1.15], [-0.90, 0.46, 0.05], [-0.42, 0.12, -0.06], [-1.34, -1.06, -1.62], [-0.63, -0.65, -0.63]], "e_lumo_ev": 0.98}

Record 4
{"formula": "C2H5FO", "method": "the ωB97M-V functional and the def2-TZVPD basis", "elements": ["O", "C", "C", "F", "H", "H", "H", "H", "H"], "positions_angstrom": [[-1.241, 0.905, -0.329], [-0.301, 0.180, 0.489], [0.625, -0.692, -0.383], [1.587, 0.096, -0.925], [-1.608, 1.729, -0.080], [-0.758, -0.382, 1.236], [0.314, 0.774, 1.059], [1.187, -1.544, 0.206], [0.194, -1.067, -1.273]], "forces_ev_per_angstrom": [[0.96, -2.41, -1.01], [-0.47, -0.17, -2.30], [0.41, -0.87, 1.62], [1.57, 1.30, -0.19], [0.11, 1.06, 1.22], [-1.47, -1.50, 0.95], [1.66, 2.00, 0.91], [-1.41, 1.60, -0.81], [-1.37, -1.01, -0.38]], "e_lumo_ev": 0.91}

Number 1: E -531.3477 Ha. Number 2: E -288.5037 Ha. Number 3: E -254.2498 Ha. Number 4: E -254.2646 Ha.